# C16H17N

A cluster of 2 separate species, C16H17N in total at a distorted geometry (ωB97M-V/def2-TZVPD, OMol25).

Bonds (Å) are listed after each position.
Element x y z (Å)
1 N -1.786 1.034 1.460  C3 1.462, C4 1.400, H20 0.972
2 C -0.080 -2.964 -3.308  C17 1.493, H19 1.029, H24 1.114, H30 1.101
3 C -1.282 -0.203 0.867  N1 1.462, C11 1.381, H23 1.137
4 C -0.878 1.399 2.461  N1 1.400, C9 1.429, C15 1.423
5 C -0.851 0.685 -3.746  C6 1.336, C10 1.425, H22 1.138
6 C -0.825 -0.647 -3.845  C5 1.336, C17 1.428, H25 1.173
7 C 1.188 0.615 3.387  C9 1.360, C14 1.417, H34 1.135
8 C 1.025 0.611 -2.225  C10 1.374, C13 1.450, H26 1.088
9 C 0.139 0.400 2.549  C4 1.429, C7 1.360, C11 1.418
10 C 0.131 1.354 -2.959  C5 1.425, C8 1.374, H27 1.101
11 C -0.140 -0.568 1.551  C3 1.381, C9 1.418, C12 1.459
12 C 0.706 -1.722 1.263  C11 1.459, H21 1.145, H28 1.137, H33 1.090
13 C 0.944 -0.835 -2.275  C8 1.450, C17 1.382, H18 1.107
14 C 1.177 1.685 4.315  C7 1.417, C16 1.396, H32 1.068
15 C -0.909 2.463 3.407  C4 1.423, C16 1.357, H29 1.033
16 C 0.173 2.648 4.205  C14 1.396, C15 1.357, H31 1.143
17 C 0.081 -1.490 -3.132  C2 1.493, C6 1.428, C13 1.382
18 H 1.795 -1.321 -1.760  C13 1.107
19 H 0.684 -3.328 -3.895  C2 1.029
20 H -2.487 1.677 1.258  N1 0.972
21 H 0.321 -2.418 0.440  C12 1.145
22 H -1.624 1.304 -4.309  C5 1.138
23 H -1.967 -0.548 0.027  C3 1.137
24 H -0.328 -3.417 -2.322  C2 1.114
25 H -1.562 -1.186 -4.582  C6 1.173
26 H 1.836 0.947 -1.582  C8 1.088
27 H 0.093 2.454 -2.977  C10 1.101
28 H 1.705 -1.411 0.818  C12 1.137
29 H -1.740 3.059 3.548  C15 1.033
30 H -0.936 -3.235 -3.946  C2 1.101
31 H 0.380 3.622 4.768  C16 1.143
32 H 1.960 1.801 5.033  C14 1.068
33 H 1.034 -2.314 2.117  C12 1.090
34 H 2.026 -0.150 3.386  C7 1.135

Computed properties:
SMILES: Cc1c[nH]c2ccccc12.Cc1ccccc1
Maximum force, eV/Å: 4.34

# C16H17N3O3

An isolated molecule of C16H17N3O3 (ωB97M-V/def2-TZVPD, OMol25).

Bonds (Å) are listed after each position.
Element x y z (Å)
1 O -0.550 1.244 -0.700  C15 1.232
2 O -2.897 -3.143 -0.213  C9 1.214
3 O -3.700 -2.737 -2.838  C10 1.349, C20 1.332
4 N -1.754 -1.157 -0.264  C9 1.367, C14 1.387, H23 1.017
5 N 1.550 0.994 0.048  C8 1.449, C15 1.348, C21 1.444
6 N 4.035 2.239 0.409  C17 1.450, C19 1.452, H26 1.014
7 C 0.134 0.181 2.576  C11 1.382, C22 1.391, H33 1.080
8 C 2.068 1.900 -0.958  N5 1.449, C19 1.528, H24 1.090, H34 1.095
9 C -2.554 -2.132 -0.791  O2 1.214, N4 1.367, C10 1.477
10 C -2.955 -1.826 -2.179  O3 1.349, C9 1.477, C18 1.377
11 C -0.334 -0.597 3.619  C7 1.382, C13 1.386, H28 1.079
12 C -1.686 -1.846 2.076  C13 1.381, C14 1.394, H30 1.077
13 C -1.222 -1.628 3.358  C11 1.386, C12 1.381, H36 1.080
14 C -1.252 -1.042 1.024  N4 1.387, C12 1.394, C22 1.409
15 C 0.223 0.779 0.139  O1 1.232, N5 1.348, C22 1.490
16 C -3.380 -1.020 -4.210  C18 1.409, C20 1.365, H38 1.071
17 C 3.505 1.368 1.442  N6 1.450, C21 1.531, H29 1.092, H31 1.105
18 C -2.729 -0.738 -2.992  C10 1.377, C16 1.409, H25 1.072
19 C 2.965 2.936 -0.282  N6 1.452, C8 1.528, H32 1.105, H37 1.091
20 C -3.950 -2.250 -4.052  O3 1.332, C16 1.365, H27 1.072
21 C 2.608 0.326 0.770  N5 1.444, C17 1.531, H35 1.097, H39 1.088
22 C -0.279 -0.052 1.269  C7 1.391, C14 1.409, C15 1.490
23 H -1.534 -0.352 -0.846  N4 1.017
24 H 1.223 2.376 -1.457  C8 1.090
25 H -2.181 0.153 -2.762  C18 1.072
26 H 4.696 2.900 0.803  N6 1.014
27 H -4.537 -2.855 -4.715  C20 1.072
28 H -0.005 -0.400 4.628  C11 1.079
29 H 4.336 0.869 1.943  C17 1.092
30 H -2.400 -2.627 1.874  C12 1.077
31 H 2.919 1.921 2.198  C17 1.105
32 H 2.350 3.547 0.403  C19 1.105
33 H 0.811 0.997 2.781  C7 1.080
34 H 2.655 1.334 -1.690  C8 1.095
35 H 3.216 -0.228 0.044  C21 1.097
36 H -1.576 -2.252 4.165  C13 1.080
37 H 3.402 3.591 -1.037  C19 1.091
38 H -3.419 -0.397 -5.080  C16 1.071
39 H 2.199 -0.373 1.497  C21 1.088

Computed properties:
SMILES: O=C(Nc1ccccc1C(=O)N1CCNCC1)c1ccco1
Maximum force, eV/Å: 0.95

# C16H17N5

An isolated molecule of C16H17N5 at a distorted geometry (ωB97M-V/def2-TZVPD, OMol25).

Bonds (Å) are listed after each position.
Element x y z (Å)
1 N 2.813 1.270 0.610  C7 1.449, C15 1.460, C20 1.330
2 N -0.361 -2.585 3.478  C13 1.344, C18 1.349
3 N -0.302 -3.865 -0.022  C9 1.409, C16 1.338
4 N 0.062 -0.842 1.842  C12 1.328, C18 1.380
5 N 0.026 -1.630 -0.430  C12 1.375, C16 1.380, C21 1.700
6 C 0.590 0.857 -0.232  C20 1.373, C21 1.467, H32 1.110
7 C 4.156 0.766 0.813  N1 1.449, H33 1.081, H34 1.083, H37 1.090
8 C -3.170 0.938 -3.267  C14 1.404, C19 1.403, H23 1.096
9 C -0.399 -3.138 1.182  N3 1.409, C12 1.404, C13 1.426
10 C -1.571 0.438 -1.487  C17 1.408, C19 1.399, C21 1.527
11 C -3.592 1.726 -1.036  C14 1.406, C17 1.404, H28 1.096
12 C -0.149 -1.781 0.926  N4 1.328, N5 1.375, C9 1.404
13 C -0.638 -3.505 2.538  N2 1.344, C9 1.426, H22 1.106
14 C -4.052 1.532 -2.350  C8 1.404, C11 1.406, H29 1.103
15 C 2.471 2.569 1.182  N1 1.460, H26 1.098, H30 1.103, H31 1.097
16 C -0.100 -2.908 -0.934  N3 1.338, N5 1.380, H24 1.062
17 C -2.363 1.200 -0.606  C10 1.408, C11 1.404, H27 1.097
18 C 0.018 -1.339 3.128  N2 1.349, N4 1.380, H25 1.107
19 C -1.945 0.407 -2.835  C8 1.403, C10 1.399, H35 1.088
20 C 1.913 0.540 -0.044  N1 1.330, C6 1.373, H36 1.105
21 C -0.194 -0.066 -1.060  N5 1.700, C6 1.467, C10 1.527, H38 1.117
22 H -0.983 -4.512 2.840  C13 1.106
23 H -3.515 0.768 -4.293  C8 1.096
24 H 0.082 -3.176 -1.946  C16 1.062
25 H 0.306 -0.622 3.921  C18 1.107
26 H 2.039 3.200 0.394  C15 1.098
27 H -2.034 1.343 0.431  C17 1.097
28 H -4.262 2.197 -0.308  C11 1.096
29 H -5.051 1.880 -2.664  C14 1.103
30 H 1.716 2.497 1.984  C15 1.103
31 H 3.410 2.992 1.561  C15 1.097
32 H 0.254 1.861 0.100  C6 1.110
33 H 4.749 1.559 1.247  C7 1.081
34 H 4.562 0.460 -0.143  C7 1.083
35 H -1.309 -0.096 -3.560  C19 1.088
36 H 2.305 -0.420 -0.423  C20 1.105
37 H 4.191 -0.117 1.451  C7 1.090
38 H 0.328 -0.399 -1.989  C21 1.117

Computed properties:
SMILES: CN(C)/C=C/[C@H](c1ccccc1)n1cnc2cncnc21
Maximum force, eV/Å: 2.95

# C16H17NO

A cluster of 2 separate species, C16H17NO in total at a distorted geometry (ωB97M-V/def2-TZVPD, OMol25).

Bonds (Å) are listed after each position.
Element x y z (Å)
1 O 0.530 3.263 -2.280  C16 1.373, H21 0.957
2 N -1.047 1.421 2.292  C3 1.379, C5 1.375, H29 1.006
3 C -0.615 0.142 2.013  N2 1.379, C9 1.410, C12 1.392
4 C 2.327 -0.415 -1.705  C6 1.508, C10 1.388, C13 1.399
5 C -2.334 1.578 1.835  N2 1.375, C17 1.360, H31 1.082
6 C 3.078 -1.661 -1.311  C4 1.508, H24 1.093, H26 1.093, H28 1.091
7 C 0.463 1.096 -1.262  C13 1.394, C16 1.387, H30 1.083
8 C 0.611 -1.849 1.972  C12 1.388, C18 1.395, H35 1.089
9 C -1.678 -0.491 1.336  C3 1.410, C15 1.403, C17 1.436
10 C 2.802 0.502 -2.632  C4 1.388, C14 1.389, H23 1.078
11 C -3.960 0.210 0.353  C17 1.491, H20 1.105, H27 1.091, H32 1.087
12 C 0.549 -0.525 2.383  C3 1.392, C8 1.388, H25 1.082
13 C 1.137 -0.103 -1.037  C4 1.399, C7 1.394, H33 1.086
14 C 2.157 1.700 -2.913  C10 1.389, C16 1.392, H19 1.075
15 C -1.562 -1.840 0.972  C9 1.403, C18 1.381, H22 1.087
16 C 1.001 1.977 -2.189  O1 1.373, C7 1.387, C14 1.392
17 C -2.724 0.474 1.142  C5 1.360, C9 1.436, C11 1.491
18 C -0.408 -2.524 1.300  C8 1.395, C15 1.381, H34 1.074
19 H 2.365 2.380 -3.720  C14 1.075
20 H -4.582 -0.514 0.911  C11 1.105
21 H -0.351 3.443 -1.953  O1 0.957
22 H -2.459 -2.303 0.567  C15 1.087
23 H 3.773 0.298 -3.052  C10 1.078
24 H 2.716 -2.523 -1.879  C6 1.093
25 H 1.281 -0.116 3.067  C12 1.082
26 H 4.170 -1.690 -1.315  C6 1.093
27 H -3.743 -0.340 -0.563  C11 1.091
28 H 2.871 -1.817 -0.251  C6 1.091
29 H -0.584 2.046 2.928  N2 1.006
30 H -0.344 1.288 -0.567  C7 1.083
31 H -2.890 2.494 1.985  C5 1.082
32 H -4.623 1.068 0.273  C11 1.087
33 H 0.907 -0.701 -0.160  C13 1.086
34 H -0.293 -3.570 1.085  C18 1.074
35 H 1.459 -2.399 2.376  C8 1.089

Computed properties:
SMILES: Cc1c[nH]c2ccccc12.Cc1ccc(O)cc1
Maximum force, eV/Å: 1.68

# C16H17NO

A cluster of 2 separate species, C16H17NO in total at a distorted geometry (ωB97M-V/def2-TZVPD, OMol25).

Bonds (Å) are listed after each position.
Element x y z (Å)
1 O -2.741 -0.053 2.900  C5 1.377, H26 0.955
2 N 0.522 1.064 -0.471  C14 1.405, C16 1.391, H33 1.000
3 C -2.005 0.735 -0.739  C11 1.364, C14 1.395, H21 1.087
4 C 1.354 -0.793 2.693  C10 1.409, C17 1.398, C18 1.490
5 C -1.395 -0.337 2.833  O1 1.377, C7 1.397, C8 1.367
6 C -1.353 0.440 -3.422  C12 1.398, C13 1.384, H32 1.084
7 C -0.967 -1.521 2.228  C5 1.397, C17 1.386, H24 1.080
8 C -0.542 0.655 3.228  C5 1.367, C10 1.391, H23 1.084
9 C 1.087 0.358 -2.540  C12 1.417, C15 1.492, C16 1.372
10 C 0.822 0.379 3.266  C4 1.409, C8 1.391, H20 1.086
11 C -2.976 0.417 -1.644  C3 1.364, C13 1.410, H28 1.084
12 C -0.314 0.570 -2.495  C6 1.398, C9 1.417, C14 1.409
13 C -2.670 0.319 -3.017  C6 1.384, C11 1.410, H25 1.081
14 C -0.681 0.849 -1.164  N2 1.405, C3 1.395, C12 1.409
15 C 1.933 0.095 -3.741  C9 1.492, H22 1.097, H29 1.100, H31 1.083
16 C 1.561 0.610 -1.277  N2 1.391, C9 1.372, H34 1.071
17 C 0.408 -1.685 2.178  C4 1.398, C7 1.386, H35 1.086
18 C 2.822 -0.905 2.467  C4 1.490, H19 1.094, H27 1.095, H30 1.095
19 H 3.025 -1.253 1.450  C18 1.094
20 H 1.515 1.195 3.448  C10 1.086
21 H -2.252 1.018 0.281  C3 1.087
22 H 2.981 0.036 -3.423  C15 1.097
23 H -0.845 1.527 3.795  C8 1.084
24 H -1.651 -2.169 1.700  C7 1.080
25 H -3.409 0.145 -3.787  C13 1.081
26 H -3.275 -0.845 2.937  O1 0.955
27 H 3.424 0.010 2.460  C18 1.095
28 H -4.002 0.323 -1.309  C11 1.084
29 H 2.030 0.973 -4.398  C15 1.100
30 H 3.254 -1.583 3.210  C18 1.095
31 H 1.575 -0.771 -4.284  C15 1.083
32 H -1.094 0.487 -4.473  C6 1.084
33 H 0.575 1.637 0.348  N2 1.000
34 H 2.562 0.661 -0.900  C16 1.071
35 H 0.721 -2.587 1.660  C17 1.086

Computed properties:
SMILES: Cc1c[nH]c2ccccc12.Cc1ccc(O)cc1
Maximum force, eV/Å: 2.15

# C16H17NO

A cluster of 2 separate species, C16H17NO in total at a distorted geometry (ωB97M-V/def2-TZVPD, OMol25).

Bonds (Å) are listed after each position.
Element x y z (Å)
1 O 1.627 -2.913 -2.945  C4 1.380, H21 0.968
2 N -1.594 -1.328 1.588  C10 1.374, C13 1.419, H24 1.008
3 C 1.786 0.541 -0.708  C8 1.379, C11 1.441, C14 1.489
4 C 1.722 -1.785 -2.155  O1 1.380, C7 1.394, C17 1.389
5 C -2.100 0.858 -1.326  C12 1.395, C18 1.370, H35 1.083
6 C -0.359 1.322 3.779  C9 1.487, H27 1.106, H31 1.092, H34 1.098
7 C 2.739 -1.696 -1.206  C4 1.394, C11 1.389, H29 1.083
8 C 0.842 0.369 -1.698  C3 1.379, C17 1.406, H32 1.084
9 C -1.144 0.561 2.770  C6 1.487, C13 1.350, C16 1.429
10 C -1.615 -0.289 0.689  N2 1.374, C16 1.465, C18 1.392
11 C 2.723 -0.526 -0.459  C3 1.441, C7 1.389, H25 1.095
12 C -1.800 2.077 -0.716  C5 1.395, C15 1.384, H22 1.083
13 C -1.457 -0.748 2.876  N2 1.419, C9 1.350, H30 1.079
14 C 1.879 1.648 0.284  C3 1.489, H19 1.103, H23 1.094, H26 1.096
15 C -1.447 2.086 0.623  C12 1.384, C16 1.382, H33 1.103
16 C -1.339 0.955 1.410  C9 1.429, C10 1.465, C15 1.382
17 C 0.733 -0.842 -2.405  C4 1.389, C8 1.406, H20 1.073
18 C -1.872 -0.328 -0.679  C5 1.370, C10 1.392, H28 1.090
19 H 2.875 2.075 0.076  C14 1.103
20 H -0.178 -1.084 -2.919  C17 1.073
21 H 1.098 -2.836 -3.751  O1 0.968
22 H -1.978 3.076 -1.095  C12 1.083
23 H 1.144 2.457 0.326  C14 1.094
24 H -1.052 -2.129 1.300  N2 1.008
25 H 3.359 -0.355 0.416  C11 1.095
26 H 1.755 1.342 1.329  C14 1.096
27 H -1.044 1.470 4.634  C6 1.106
28 H -2.246 -1.249 -1.126  C18 1.090
29 H 3.398 -2.536 -1.026  C7 1.083
30 H -1.561 -1.520 3.623  C13 1.079
31 H -0.029 2.305 3.436  C6 1.092
32 H 0.266 1.252 -1.949  C8 1.084
33 H -1.347 3.051 1.150  C15 1.103
34 H 0.470 0.779 4.249  C6 1.098
35 H -2.573 0.954 -2.295  C5 1.083

Computed properties:
SMILES: Cc1c[nH]c2ccccc12.Cc1ccc(O)cc1
Maximum force, eV/Å: 3.79

Number 1: lowest unoccupied orbital energy 0.9 eV, orbital gap 8.7 eV. Number 2: lowest unoccupied orbital energy 0.6 eV, orbital gap 9.0 eV. Number 3: lowest unoccupied orbital energy 0.6 eV, orbital gap 8.0 eV. Number 4: lowest unoccupied orbital energy 0.7 eV, orbital gap 8.7 eV. Number 5: lowest unoccupied orbital energy 0.8 eV, orbital gap 8.5 eV. Number 6: lowest unoccupied orbital energy 0.8 eV, orbital gap 8.8 eV.